one:
ORCA calculation (ωB97M-V/def2-TZVPD) on a cluster of 2 separate species, C11H16N2 in total.

XYZ file:
```
29
Properties=species:S:1:pos:R:3:lowdin_charge:R:1
N -0.67 -2.63 0.20 -0.01
N -0.55 -1.54 -0.59 -0.03
C -2.38 -0.50 0.63 -0.08
C 2.84 1.20 0.51 -0.03
C -1.79 0.36 -1.55 -0.01
C -3.62 1.32 -0.24 -0.12
C 1.71 0.13 -1.63 -0.07
C -2.84 1.25 -1.38 -0.10
C 0.72 -0.32 2.01 -0.10
C 1.77 0.35 -0.16 -0.30
C 0.79 -0.25 0.54 -0.05
C -3.44 0.33 0.71 -0.11
C -1.53 -0.55 -0.49 -0.30
H -1.25 0.18 -2.41 0.08
H 1.75 -0.71 2.19 0.09
H 2.65 2.27 0.40 0.10
H 3.80 0.91 0.26 0.06
H 0.37 0.65 2.50 0.11
H 2.74 1.07 1.53 0.03
H -2.23 -1.30 1.31 0.07
H -4.23 0.37 1.54 0.13
H -4.35 2.08 -0.11 0.09
H 1.68 1.04 -2.27 0.10
H -1.56 -2.84 0.73 0.10
H -3.17 2.04 -2.09 0.12
H 2.38 -0.58 -2.07 0.08
H -0.06 -1.10 2.37 0.09
H 0.85 -0.37 -1.75 -0.02
H -0.42 -3.42 -0.36 0.08
```

Summary:
LUMO (alpha / beta)	0.5 / 0.5	eV
total charge	0
frontier orbital gap (alpha / beta)	7.8471 / 7.8423	eV

***

two:
ORCA calculation (ωB97M-V/def2-TZVPD) on the molecule C11H16N2.

XYZ file:
```
29
Properties=species:S:1:pos:R:3:lowdin_charge:R:1
N 2.74 -0.56 -1.13 -0.07
N 1.07 0.50 0.75 -0.09
C 2.50 -1.53 0.00 -0.22
C -0.22 0.33 0.20 -0.28
C 1.83 -0.76 1.16 -0.18
C -2.53 1.24 0.03 -0.05
C 3.07 0.77 -0.56 -0.23
C -0.74 -0.92 0.14 -0.08
C -2.07 -1.18 -0.13 -0.06
C -1.17 1.43 0.11 -0.03
C 1.85 1.56 -0.02 -0.14
C -3.00 -0.13 -0.03 -0.29
C -4.48 -0.47 -0.35 -0.08
H -2.34 -2.17 -0.27 0.08
H 3.68 -1.69 0.58 0.17
H 1.16 2.15 -0.72 0.12
H 3.62 1.20 -1.54 0.15
H -4.63 -1.62 -0.36 0.09
H -3.45 1.98 -0.04 0.15
H 0.20 -1.64 -0.24 0.15
H -4.50 -0.04 -1.40 0.09
H 2.01 -2.50 -0.26 0.10
H 0.87 -1.23 1.77 0.17
H 3.85 0.76 0.25 0.11
H -0.69 2.43 0.26 0.11
H -5.17 -0.14 0.48 0.08
H 2.61 -0.52 1.83 0.07
H 3.53 -0.96 -1.57 0.07
H 2.24 2.34 0.61 0.09
```

Summary:
LUMO	0.9	eV
structure (SMILES)	Cc1ccc(N2CCNCC2)cc1
total charge	0
frontier orbital gap	8.3773	eV

***

Most stable one: two, least stable one: one.